No. 1
Here is a molecular structure, C50H56GeN5O2PS5Y in a non-equilibrium geometry from the Open Molecules 2025 dataset. Energies are from ωB97M-V/def2-TZVPD.

The geometry in XYZ format:
```
121
Properties=species:S:1:pos:R:3:forces:R:3
Y 0.10156 0.38425 0.01339 0.23 -0.23 0.69
C -2.69787 -4.66824 4.68223 0.18 -0.07 -0.07
C -2.01820 -3.94427 3.55466 0.15 0.41 0.53
C -2.19882 -4.36147 2.24812 0.11 0.09 -0.32
C -1.55316 -3.71790 1.17082 0.22 -0.19 -0.14
C -1.61198 -4.16523 -0.14549 0.63 0.52 0.13
N -2.36120 -5.18971 -0.58162 -0.41 -0.40 0.33
C -2.37362 -5.65682 -1.93570 -0.27 -0.23 -0.33
C -3.63079 -5.24195 -2.71442 0.31 0.21 0.09
C -3.69408 -3.74298 -3.03298 -0.41 -0.32 -0.01
N -2.49572 -3.25435 -3.66654 0.34 -0.27 -0.48
C -1.60500 -2.46304 -3.00881 -0.09 0.52 0.12
C -0.23434 -2.43634 -3.20891 0.14 0.11 0.10
C 0.47760 -3.34758 -4.02649 -0.38 0.23 0.10
C 1.85708 -3.37012 -4.05907 0.53 0.04 0.16
C 2.57911 -4.30607 -4.98966 0.01 0.11 0.02
C 2.56565 -2.54640 -3.19332 -0.08 -0.42 -0.28
C 1.92475 -1.63654 -2.32790 -1.00 0.16 -0.15
C 2.69825 -1.03619 -1.28820 0.06 0.23 0.49
N 2.23722 -0.37328 -0.28035 0.94 -0.65 -0.72
C 3.14811 -0.06905 0.80677 0.56 0.05 0.33
C 2.67416 1.12971 1.65965 0.27 -0.37 0.63
C 1.75061 0.72800 2.82001 0.29 0.29 0.08
N 0.69300 -0.12105 2.33145 -0.15 -0.19 0.08
C 0.29675 -1.06700 3.11894 0.03 0.04 -0.21
C -0.58104 -2.12938 2.77772 0.08 -0.14 -0.73
C -1.18180 -2.87146 3.80908 -0.29 -0.52 0.28
C -0.78609 -2.50451 1.41113 0.04 -0.18 0.92
O -0.30234 -1.85445 0.43515 0.02 0.61 -0.44
C 0.50943 -1.44641 -2.44209 0.86 -0.81 -0.80
O -0.11538 -0.45254 -1.94800 -0.03 0.22 0.16
H -3.70273 -4.96908 4.38657 -0.09 -0.03 0.08
H -2.75891 -4.03309 5.56505 -0.05 -0.04 0.07
H -2.13908 -5.56700 4.95281 -0.07 -0.07 0.06
H -2.79851 -5.24056 2.06321 -0.14 -0.12 -0.05
H -0.96193 -3.68879 -0.86590 -0.02 -0.01 -0.09
H -3.15020 -5.48141 -0.01678 0.19 0.10 -0.04
H -2.33456 -6.75392 -1.91801 0.12 0.11 -0.13
H -1.47293 -5.28962 -2.43430 0.00 -0.08 0.03
H -4.51417 -5.49995 -2.12857 -0.01 -0.08 -0.13
H -3.65896 -5.80976 -3.64643 -0.02 -0.07 -0.11
H -3.85757 -3.18152 -2.11306 0.02 0.03 -0.11
H -4.55117 -3.56920 -3.69522 -0.01 0.04 0.18
H -2.09204 -3.88297 -4.34608 -0.07 0.02 0.00
H -2.03329 -1.77873 -2.29246 -0.03 0.05 0.09
H -0.07121 -4.04471 -4.64762 -0.02 -0.08 -0.08
H 1.88100 -5.00337 -5.44915 -0.01 -0.08 -0.04
H 3.34053 -4.87931 -4.46145 0.06 -0.04 -0.02
H 3.06761 -3.74720 -5.78926 0.07 -0.05 -0.06
H 3.64428 -2.62165 -3.15522 0.13 -0.02 0.03
H 3.77095 -1.26570 -1.32136 -0.01 0.06 0.02
H 4.15176 0.15971 0.42118 -0.20 -0.07 0.06
H 3.23240 -0.96154 1.44451 -0.03 0.18 0.02
H 1.51324 2.78381 1.36641 -0.05 -0.36 -0.02
H 3.56824 1.58367 2.10985 -0.27 -0.11 -0.16
H 1.31763 1.64403 3.25661 0.15 -0.04 -0.04
H 2.33152 0.23379 3.61794 -0.06 0.11 -0.24
H 0.68861 -1.08996 4.14938 -0.06 0.05 -0.16
H -0.99124 -2.57795 4.83386 0.00 0.04 0.13
N 1.95616 2.06418 0.79153 -0.46 0.07 0.42
P 2.91168 2.96697 -0.38412 0.51 0.78 -0.47
C 3.14678 4.63119 0.40515 -0.06 -0.20 -0.14
C 3.99991 5.51815 -0.24798 -0.05 0.04 -0.03
C 4.22748 6.78617 0.24904 0.09 0.06 -0.03
C 3.62512 7.18643 1.43228 -0.06 0.15 0.10
C 2.78032 6.31534 2.09523 0.00 0.18 0.17
C 2.54209 5.05116 1.58321 -0.04 -0.20 -0.23
C 1.25714 3.57140 -1.28787 0.00 0.00 -0.26
C 0.98098 4.91433 -1.57684 -0.15 -0.06 0.40
C 0.30925 5.29529 -2.72374 -0.09 0.11 -0.24
C -0.13900 4.34622 -3.62597 0.02 0.01 -0.14
C 0.09176 3.00469 -3.35919 0.04 -0.21 -0.21
C 0.80004 2.63686 -2.22979 -0.11 0.07 0.34
C 4.78683 2.60308 0.43713 -0.10 -0.26 -0.02
C 5.57604 2.01502 -0.54828 -0.18 0.06 0.06
C 6.93463 1.81479 -0.38900 0.27 -0.08 -0.01
C 7.54033 2.18133 0.80094 0.24 0.01 -0.06
C 6.78148 2.77084 1.79811 0.10 0.11 0.29
C 5.42897 2.99920 1.61016 -0.01 -0.09 -0.06
H 4.46965 5.20654 -1.17136 0.07 -0.03 -0.07
H 4.86957 7.47232 -0.28747 0.06 0.01 -0.02
H 3.79999 8.17769 1.82693 0.02 0.06 0.02
H 2.29171 6.62145 3.01173 0.01 0.03 0.03
H 1.84934 4.41206 2.11951 -0.02 -0.01 0.05
H 1.31876 5.69058 -0.90209 0.01 0.04 0.03
H 0.15636 6.34687 -2.93220 -0.05 0.08 0.02
H -0.64159 4.64992 -4.53549 -0.06 -0.03 0.00
H -0.24318 2.24810 -4.05798 -0.02 -0.06 -0.01
H 1.10581 1.59311 -2.11709 -0.01 0.08 -0.21
H 5.08259 1.71327 -1.46894 0.02 0.02 -0.12
H 7.52503 1.37965 -1.18622 0.02 -0.07 -0.03
H 8.60225 2.03354 0.94899 0.05 -0.04 -0.01
H 7.25452 3.05649 2.73076 0.03 0.06 0.03
H 4.87091 3.49328 2.40133 -0.05 0.03 0.03
C -3.84274 -1.16651 5.27872 -0.27 0.14 -0.33
S -5.00037 -0.35728 4.13004 -0.05 -0.17 0.12
C -4.78756 -1.37056 2.71628 -0.26 0.09 0.11
C -3.94585 -1.06353 1.70151 -0.03 -0.01 -0.01
S -2.73585 0.17007 1.86088 0.18 0.16 -0.15
S -4.01487 -2.12610 0.30724 -0.64 -0.28 0.81
C -5.05764 -3.33123 1.04481 -0.29 0.50 -0.03
S -5.47894 -4.75778 0.32212 -0.28 0.04 0.10
S -5.74072 -2.83304 2.56384 0.80 0.15 -0.62
H -3.81393 -0.55860 6.17685 0.01 0.05 0.14
H -2.86436 -1.20732 4.81037 0.06 -0.06 0.08
H -4.21339 -2.16186 5.50568 0.13 -0.06 0.09
C -2.89692 3.05005 -1.98024 -0.14 -0.23 0.58
Ge -3.23421 2.29823 -0.16568 -0.40 0.07 -0.14
C -2.70456 3.65404 1.19400 -0.13 -0.39 -0.35
C -5.19726 1.92001 0.06107 0.64 0.11 -0.06
C -2.20873 0.64252 0.17574 -2.09 0.68 0.48
H -3.77652 3.55884 -2.36351 -0.20 0.05 0.00
H -2.62325 2.25941 -2.67210 0.01 -0.12 -0.10
H -2.07977 3.76356 -1.95429 0.11 0.05 0.08
H -3.19026 4.60211 0.98231 -0.07 0.15 -0.06
H -1.62854 3.81441 1.17086 0.15 0.03 -0.05
H -2.99000 3.33747 2.19344 -0.04 -0.10 0.10
H -5.80377 2.80722 -0.09343 -0.05 0.20 -0.05
H -5.39213 1.54603 1.06401 0.04 -0.05 0.11
H -5.51351 1.16251 -0.65276 -0.01 -0.10 -0.10
H -2.60518 -0.15581 -0.46424 0.31 0.11 -0.28
```
Forces are in eV/Å.

HOMO (alpha / beta), eV: -3.406 / -3.068
F_max, eV/A: 2.246
Kohn-Sham gap (alpha / beta), eV: 5.1 / 4.8
Net charge: -1
DFT total energy, a.u.: -6810.76514



No. 2
Here is 2 unconnected molecules or ions with the total composition H4O2 in a non-equilibrium geometry from the Open Molecules 2025 dataset. Energies are from ωB97M-V/def2-TZVPD.

The geometry in XYZ format:
```
6
Properties=species:S:1:pos:R:3:forces:R:3
H 1.75303 0.81653 0.38012 -0.11 0.35 0.12
H 2.62569 -0.42077 0.19802 -0.92 0.35 -0.33
H -2.43686 -0.26876 0.56339 -1.78 -0.13 1.17
H -1.14934 -0.58424 0.06028 -0.14 1.05 -0.76
O 1.76429 -0.02760 -0.06835 0.95 -0.74 0.22
O -1.86335 0.08476 -0.08188 1.99 -0.89 -0.42
```
Forces are in eV/Å.

HOMO, eV: -11.392
F_max, eV/A: 2.222
Kohn-Sham gap, eV: 12.2
SMILES: O.O
DFT total energy, a.u.: -152.86539



No. 3
Here is a single C22H23FN4O2S molecule in a non-equilibrium geometry from the Open Molecules 2025 dataset. Energies are from ωB97M-V/def2-TZVPD.

The geometry in XYZ format:
```
53
Properties=species:S:1:pos:R:3:forces:R:3
C 2.99978 0.19282 -2.91870 -0.22 -0.25 0.38
C 2.06260 -0.47534 -1.92554 -0.23 0.32 -0.39
O 2.74293 -1.58513 -1.36470 0.18 -0.14 -0.03
C 1.96535 -2.28023 -0.41036 -0.19 -0.40 0.20
C 2.78935 -3.44238 0.12029 -0.19 0.44 -0.21
H 3.72090 -3.07047 0.53671 0.11 0.00 0.08
H 2.23203 -3.97148 0.88789 -0.04 -0.10 0.12
H 3.02538 -4.12603 -0.69004 0.04 -0.14 -0.09
C 0.65139 -2.75438 -1.05438 0.34 0.04 0.31
N -0.05134 -1.61890 -1.59578 0.08 -0.20 -0.06
C -1.08726 -0.96617 -1.01851 -0.52 0.78 -0.43
N -1.54716 0.09376 -1.65989 0.28 -0.21 -0.04
C -2.70025 0.67431 -1.28528 -0.36 -0.29 0.49
C -3.19501 1.79675 -1.97332 -0.18 0.12 -0.02
C -4.41079 2.32004 -1.62329 0.23 0.05 -0.18
C -5.16917 1.76276 -0.58172 -0.18 -0.18 0.26
C -4.70008 0.69015 0.12815 -0.11 0.20 -0.11
C -3.45154 0.14350 -0.20497 0.35 0.37 -0.54
N -2.89059 -0.82382 0.54584 -0.16 -0.26 -0.05
C -1.75072 -1.33053 0.20488 -0.10 -0.22 0.71
S -1.01402 -2.28809 1.53107 -0.05 -0.36 0.24
C -1.36346 -1.10397 2.88190 -0.19 -0.17 -0.50
C -0.71027 0.20824 2.48156 0.03 -0.26 0.33
O -1.34184 1.21361 2.26303 -0.12 0.24 -0.06
N 0.64216 0.08383 2.34511 0.32 -0.13 0.35
C 1.53846 0.94455 1.70483 0.15 0.23 -0.13
C 1.12564 2.09805 1.04257 -0.13 -0.07 0.05
C 2.04878 2.87020 0.36223 0.39 -0.06 -0.05
C 3.37721 2.48664 0.35215 -0.11 -0.06 0.05
C 3.81166 1.35220 1.01405 -0.01 0.20 -0.17
C 2.88598 0.58325 1.69031 -0.22 0.11 -0.01
H 3.20816 -0.31078 2.20478 0.04 -0.11 0.06
H 4.85388 1.07786 0.98918 0.12 -0.01 -0.02
F 4.27555 3.23580 -0.32242 -0.01 -0.01 0.02
H 1.74301 3.76112 -0.16223 -0.01 0.10 -0.06
H 0.08605 2.37975 1.05559 -0.03 0.01 0.01
H 1.04104 -0.80126 2.63251 -0.19 0.16 -0.17
H -2.44056 -0.98067 2.97459 0.17 0.09 0.09
H -0.93546 -1.53364 3.78598 0.03 -0.02 0.04
H -5.25862 0.25371 0.94137 -0.04 -0.03 0.11
H -6.12764 2.19613 -0.33726 -0.07 0.02 0.03
H -4.80166 3.17406 -2.15726 -0.01 0.06 -0.05
H -2.61012 2.20639 -2.78213 0.06 0.04 -0.08
C 0.75218 -0.93368 -2.58831 0.39 0.35 0.04
H 0.18964 -0.08165 -2.96474 0.16 -0.13 -0.06
H 0.97474 -1.62932 -3.40287 0.02 0.02 -0.02
H 0.03657 -3.29790 -0.33995 0.08 -0.06 -0.14
H 0.89286 -3.42213 -1.88988 0.00 -0.03 0.09
H 1.70842 -1.58977 0.41067 -0.02 -0.10 -0.13
H 1.80341 0.23228 -1.11782 0.02 -0.09 -0.08
H 2.52087 1.06533 -3.35244 -0.03 0.13 -0.08
H 3.91021 0.49948 -2.41239 0.11 0.07 0.03
H 3.26121 -0.50687 -3.70762 0.03 -0.07 -0.14
```
Forces are in eV/Å.

HOMO, eV: -7.836
F_max, eV/A: 1.032
Kohn-Sham gap, eV: 7.8
SMILES: C[C@@H]1CN(c2nc3ccccc3nc2SCC(=O)Nc2ccc(F)cc2)C[C@H](C)O1
DFT total energy, a.u.: -1719.73396



No. 4
Here is a molecular structure, C10H15BClErO2Ru in a non-equilibrium geometry from the Open Molecules 2025 dataset. Energies are from ωB97M-V/def2-TZVPD.

The geometry in XYZ format:
```
31
Properties=species:S:1:pos:R:3:forces:R:3
Ru 1.10837 -0.66541 -3.53108 -0.03 0.32 -0.39
Cl 2.51687 -0.85540 -5.27883 0.88 -0.12 -1.12
C 1.88681 0.76358 -2.34790 0.18 0.29 0.84
C -0.57142 -1.72475 -3.16261 -0.42 0.18 0.93
H 2.06977 1.57122 -3.05245 -0.17 0.36 -0.36
H 1.81391 1.20663 -1.33921 -0.55 -0.27 -0.46
H 2.82380 0.20658 -2.29982 0.47 -0.34 0.04
H -1.37112 -1.68529 -3.90900 -0.08 0.35 0.07
H -1.00866 -1.76290 -2.15014 -0.38 -0.56 -0.32
H -0.07610 -2.68333 -3.32344 0.24 -0.43 0.17
Er -1.02855 0.53677 -1.83338 -1.52 0.87 1.17
C -2.95897 -0.86986 -0.91380 0.80 0.33 -0.21
C -2.56233 2.55878 -2.44048 1.55 -0.43 -1.17
H -3.81074 -0.19996 -1.01381 -0.26 0.30 -0.02
H -3.26911 -1.79730 -1.40452 0.12 -0.08 -0.25
H -2.91672 -1.13640 0.15007 0.23 0.17 0.03
H -3.35135 2.40115 -3.23520 0.44 0.34 0.83
H -2.06888 3.57390 -2.64409 -0.84 -1.00 0.34
O -0.14624 -0.31896 1.24046 1.43 1.13 -0.12
B 0.30380 0.93446 0.51005 -0.84 -0.94 1.20
O 1.13319 1.59267 1.48131 0.39 0.62 0.05
C 1.28850 0.84353 2.62413 -1.67 -0.41 -4.60
C 1.88886 1.08477 3.84170 2.20 1.71 3.56
C 1.66049 0.20098 4.86377 1.62 2.64 0.35
C 0.87047 -0.92498 4.71379 -1.00 -2.25 0.89
C 0.30551 -1.20084 3.44514 -1.22 -1.14 -2.27
C 0.50023 -0.31234 2.41665 -1.66 -2.02 1.36
H 2.52307 1.98241 3.95784 -0.36 -0.71 0.11
H 2.09834 0.38001 5.85614 -0.04 0.11 -0.55
H 0.66857 -1.62264 5.54350 0.25 0.61 -0.43
H -0.32037 -2.07708 3.23520 0.27 0.39 0.32
```
Forces are in eV/Å.

HOMO (alpha / beta), eV: -1.687 / -5.127
Spin multiplicity: 9
F_max, eV/A: 4.907
Kohn-Sham gap (alpha / beta), eV: 4.1 / 5.3
<S²>: 20.03
Net charge: -1
DFT total energy, a.u.: -2135.24072



- Which of these has the highest DFT total energy?
  H4O2



- Among the records above, which one has the highest DFT total energy?
  H4O2



- Which of these has the highest DFT total energy?
  H4O2